1.
Here is 5 unconnected molecules or ions with the total composition C34H42B2F4IO5 from the Open Molecules 2025 dataset. Energies are from the ωB97M-V functional and the def2-TZVPD basis.

XYZ file:
```
88
Properties=species:S:1:pos:R:3:forces:R:3
I -2.72020 -0.52082 0.19713 -0.07 0.07 0.14
F -2.16493 -1.26820 6.62165 0.00 0.01 0.00
F -5.16049 3.28495 4.45472 -0.01 0.00 0.00
F -5.76332 -3.67260 2.66699 -0.01 0.01 0.00
F 2.85009 4.24976 -5.49125 -0.06 0.11 0.03
O 2.05638 0.20103 -2.72726 0.12 -0.01 -0.04
O 0.23681 -2.52843 1.26871 0.11 -0.10 0.03
O 2.33959 -2.10976 -2.76334 0.03 -0.03 0.26
O 5.80672 0.56640 -2.74201 -0.27 -0.40 0.06
O 4.57321 -1.91640 -3.30389 -0.06 -0.02 0.03
C -1.78801 0.02751 6.60413 0.01 0.00 0.00
C -2.08980 2.24230 5.79761 -0.01 0.01 -0.01
C 4.06350 3.92573 -7.46538 0.02 0.01 -0.01
C 4.93324 6.56511 -7.30150 0.01 0.00 0.00
C -3.75709 -6.66416 2.47394 -0.01 0.01 -0.01
C -4.67463 -4.47718 2.59698 -0.01 0.01 -0.01
C -0.71991 0.41489 7.38855 0.00 0.02 0.00
C 3.53486 -1.59167 -2.33449 -0.14 -0.03 -0.03
C -3.42215 -3.90044 2.57191 -0.02 -0.03 0.03
C 4.08673 6.06200 -6.32328 -0.01 0.01 -0.02
C -4.87358 -5.84212 2.54949 0.04 -0.02 0.00
C -6.39026 -0.59326 3.93253 0.02 0.01 0.00
C 3.52278 0.60009 -0.86260 -0.16 -0.12 0.00
C -6.93833 0.18278 4.94510 0.00 0.00 0.01
C 2.06646 -1.14023 0.37910 0.10 0.02 0.04
C 1.06430 -1.38184 1.50820 0.03 0.05 -0.02
C -1.77591 -1.40401 -1.52201 0.04 -0.19 -0.40
C 2.36632 0.33868 0.11760 0.08 -0.08 0.03
C -2.48235 -6.11545 2.44814 0.00 0.01 0.00
C 5.34561 5.76303 -8.35678 -0.01 0.00 0.01
C -0.67917 -0.53128 -2.09099 -0.03 0.08 -0.06
C -5.42892 -0.04847 3.09154 0.07 0.03 0.03
C -5.01049 1.26478 3.25859 0.01 0.03 -0.03
C -0.03387 -1.16825 -3.34063 -0.11 0.01 -0.09
C -2.48392 0.91190 5.80459 0.00 -0.04 0.02
C -5.57303 2.00735 4.27620 -0.02 0.03 -0.01
C -6.53247 1.49849 5.12741 0.02 -0.03 0.00
C 4.12987 1.30172 -4.56690 0.24 -0.21 -0.08
C -2.31752 -4.73725 2.49719 0.05 0.03 0.01
C -1.01902 2.66357 6.57519 -0.01 -0.01 0.00
C 3.66732 4.75016 -6.42953 0.03 -0.08 -0.01
C 3.37609 -0.04529 -2.26707 -0.13 0.46 0.29
C 4.90968 4.44640 -8.43335 0.00 0.00 0.00
C -0.33777 1.74931 7.36664 0.00 0.00 0.00
B 4.48986 0.58061 -3.21532 0.19 0.00 -0.04
B 1.58411 -0.99141 -3.46207 -0.10 0.15 -0.23
H -0.71397 3.70141 6.56018 0.00 0.00 0.00
H -5.87859 -6.24087 2.56944 -0.01 0.01 0.00
H 4.10951 -2.52896 -3.88766 0.01 0.03 -0.08
H 2.59615 0.81820 1.08061 0.04 0.04 -0.12
H 3.55774 1.68632 -1.02694 0.06 -0.08 0.10
H -4.25525 1.70423 2.61966 -0.01 0.01 -0.01
H -1.11932 0.43380 -2.36517 0.13 -0.01 0.11
H 5.27387 7.59047 -7.23403 0.00 0.00 0.00
H 4.48778 0.32438 -0.41925 -0.10 -0.07 -0.08
H 5.23259 3.81503 -9.25117 0.00 0.00 0.00
H 0.06900 -0.32203 -1.32483 -0.04 -0.08 -0.05
H -6.93746 2.11946 5.91468 0.00 0.01 -0.01
H 4.90751 2.02014 -4.85440 -0.11 -0.05 -0.05
H 1.47097 0.83247 -0.27208 0.03 -0.11 0.05
H -0.49170 -0.71815 -4.23155 -0.04 -0.12 0.08
H -4.97950 -0.63882 2.30421 -0.08 -0.08 -0.03
H 0.75157 -3.14422 0.73444 -0.05 0.07 0.01
H 0.50116 2.07215 7.96973 0.00 0.00 0.00
H 3.75211 6.66409 -5.48976 0.00 -0.01 0.00
H 3.82639 -2.04401 -1.38080 0.17 -0.01 -0.08
H -3.31383 -2.82554 2.60042 0.01 0.03 -0.03
H 3.01077 -1.65038 0.61338 -0.12 -0.02 0.01
H -1.61617 -6.76090 2.38549 0.00 0.00 0.00
H -2.58684 -1.54709 -2.23701 0.04 -0.01 0.10
H 1.67909 -1.60474 -0.53313 0.01 0.10 0.00
H -0.27681 -2.24235 -3.39219 0.09 0.09 0.03
H 3.71756 2.90148 -7.48942 0.00 0.00 0.01
H 6.00755 6.16085 -9.11460 0.00 0.00 0.00
H 4.05131 0.53288 -5.34862 -0.05 0.10 0.04
H -3.88863 -7.73784 2.43130 0.00 0.00 0.00
H 1.58813 -1.51794 2.46538 -0.06 0.09 -0.07
H -1.41348 -2.37682 -1.19149 0.00 0.12 0.11
H -6.69997 -1.62034 3.80027 0.00 0.00 0.00
H 6.41544 0.24437 -3.41477 0.01 0.40 -0.03
H -1.32990 -4.29438 2.47222 0.00 0.02 -0.05
H -2.62612 2.94979 5.17843 0.00 0.00 0.00
H -7.68583 -0.23795 5.60551 0.00 0.00 0.00
H -0.20480 -0.31813 7.99406 0.00 -0.01 -0.01
H 0.38336 -0.53173 1.62081 0.02 -0.09 -0.09
H -3.30934 0.55851 5.20190 0.00 -0.02 0.01
H 1.91546 -0.96810 -4.67469 0.03 -0.04 0.16
H 3.15612 1.79125 -4.50871 0.06 -0.07 0.00
```
Positions in Å, forces in eV/Å.

Calculated values
- E_tot (eV) = -66504.851
- charge = -1
- frontier orbital gap (eV) = 7.05
- multiplicity = 1
- HOMO level (eV) = -4.7

---

2.
Here is a molecular structure, C2HGdO2 from the Open Molecules 2025 dataset. Energies are from the ωB97M-V functional and the def2-TZVPD basis.

XYZ file:
```
6
Properties=species:S:1:pos:R:3:forces:R:3
Gd 0.38792 0.22324 -0.04142 0.74 0.22 0.03
O 4.22441 0.23579 0.24283 -0.86 0.01 -0.07
O -1.80914 0.45274 -0.00969 -4.77 -1.05 -1.62
C 3.11018 0.23553 0.15782 1.17 -0.02 0.10
C -2.94665 -0.02629 -0.32424 5.08 0.44 2.11
H -2.96671 -1.12101 -0.02529 -1.36 0.41 -0.56
```
Positions in Å, forces in eV/Å.

Calculated values
- E_tot (eV) = -26997.898
- charge = +2
- frontier orbital gap (alpha / beta) (eV) = 9.35 / 7.21
- energy relative to the best compared isomer or geometry (same formula, charge and spin) (eV) = 0.000
- multiplicity = 8
- HOMO level (alpha / beta) (eV) = -19.9 / -18.1

---

3.
Here is a molecular structure, C3HN6O from the Open Molecules 2025 dataset. Energies are from the ωB97M-V functional and the def2-TZVPD basis.

XYZ file:
```
11
Properties=species:S:1:pos:R:3:forces:R:3
O -1.17927 -1.57402 -0.18023 0.83 -0.83 -0.58
N 2.12391 -0.60787 -0.68307 -0.97 -1.73 0.32
N -2.57027 -1.55065 -0.14471 -0.30 -0.66 0.45
N 1.55915 1.19830 0.41854 -0.58 1.38 1.22
N 3.19177 0.07920 -0.36945 1.76 0.64 -0.82
N -2.92227 -0.40028 0.15165 -0.87 2.07 0.16
N 2.88660 1.19528 0.24551 -0.48 -0.48 0.09
C -0.76031 -0.36328 0.03404 4.36 2.18 0.00
C -1.84531 0.45574 0.29913 2.13 -2.80 -1.11
C 1.16750 0.07780 -0.09665 -4.79 -0.90 -0.20
H -1.65151 1.48977 0.32524 -1.09 1.13 0.48
```
Positions in Å, forces in eV/Å.

Calculated values
- E_tot (eV) = -14111.829
- charge = -1
- frontier orbital gap (eV) = 9.85
- multiplicity = 1
- HOMO level (eV) = -5.7